This record from the OMol25 dataset describes a molecular structure, C47H51CoF5N3O5. The level of theory is ωB97M-V with the def2-TZVPD basis set.

Properties
Expectation value of S²: 0.78
Net charge: -1
Multiplicity: 2
Gap between HOMO and LUMO (alpha / beta) in eV: 6.5 / 5.9

Each line ends with the Löwdin charge.
Cartesian coordinates (Å):
1 Co -0.83036 -1.15401 -0.59032  0.577
2 F -3.98957 -1.46035 -4.90847  0.098
3 F -5.37066 0.79904 -4.27725  0.102
4 F -4.74147 2.16114 -2.00825  0.099
5 F -2.06046 -2.35059 -3.34780  0.067
6 F -2.80097 1.32725 -0.41889  0.080
7 O -2.06302 -3.06636 1.90613  0.041
8 O 0.51877 -1.60387 0.72056  -0.093
9 O -2.14062 -1.10545 0.80324  -0.088
10 O 0.32119 -0.93777 -2.15169  -0.088
11 O -2.66188 -7.78483 -1.41515  0.058
12 N -0.46695 -8.01065 -1.85053  0.167
13 N -0.21840 0.57480 -0.21934  0.081
14 N -1.12190 -3.08141 -0.89940  0.032
15 C -2.62111 -1.08882 3.09870  -0.112
16 C 0.21553 2.60437 5.40894  -0.044
17 C -4.06791 1.04368 -2.32120  -0.147
18 C 2.57378 -1.82255 4.65692  -0.076
19 C -2.29418 -3.68637 -0.73059  -0.072
20 C -2.45083 -5.04337 -0.93634  0.038
21 C 0.64976 -0.59468 1.54164  -0.251
22 C -1.35193 -5.80060 -1.30889  -0.117
23 C -3.09407 0.98108 4.23166  -0.096
24 C 0.86405 -3.08537 3.38137  -0.035
25 C -2.67112 -1.21205 -2.94846  -0.210
26 C 2.87493 4.80676 -3.08010  -0.052
27 C 2.56848 -1.15314 -4.22533  -0.040
28 C 2.22701 0.68531 -5.84004  -0.078
29 C 1.56825 -0.08318 -4.69253  -0.534
30 C 0.19495 0.67913 1.09259  -0.159
31 C 3.00475 -2.38340 2.28100  -0.042
32 C 1.05094 5.41482 -1.51454  -0.073
33 C -4.38954 0.36109 -3.47681  -0.151
34 C -2.82155 -1.77830 4.28902  -0.032
35 C -2.23836 -1.85434 1.84895  -0.546
36 C 0.26974 4.18598 3.49978  -0.068
37 C -2.75425 0.29486 3.07466  -0.011
38 C 1.91468 -1.97249 3.28397  -0.531
39 C 1.18935 0.83700 -3.53405  -0.078
40 C 0.53818 5.11271 -3.92527  -0.049
41 C 0.55447 2.60307 -1.39482  0.052
42 C 1.27724 -0.66784 2.80974  -0.074
43 C -0.05583 -3.79595 -1.24237  -0.063
44 C -0.12781 -5.16010 -1.45695  0.011
45 C -3.68336 -0.78137 -3.79232  -0.152
46 C 0.29248 1.82956 1.86990  0.035
47 C 0.57957 0.32210 -2.35674  -0.238
48 C 0.30174 -0.76277 -5.23170  -0.035
49 C 1.32639 0.49673 3.55953  0.021
50 C -1.56469 -7.27522 -1.52924  -0.490
51 C -3.04793 0.57376 -1.50870  -0.200
52 C 0.83475 1.74288 3.13921  -0.172
53 C 0.25882 1.23639 -1.30589  -0.157
54 C 1.10651 3.10569 -2.54971  -0.172
55 C -3.15383 -1.09213 5.44743  -0.092
56 C 1.38926 4.59236 -2.75813  -0.561
57 C 0.92622 2.93687 4.08883  -0.556
58 C -2.30626 -0.56597 -1.77737  -0.003
59 C 1.40081 2.20083 -3.59016  0.017
60 C -3.29321 0.28982 5.41926  -0.106
61 C 2.39945 3.25846 4.37575  -0.052
62 H 2.82020 -1.81005 -5.06310  0.080
63 H -3.19890 2.05970 4.20815  0.097
64 H -0.52363 4.96325 -3.72113  0.090
65 H -0.78748 4.01469 3.28605  0.085
66 H -3.55288 0.82764 6.32371  0.094
67 H 2.92806 3.49479 3.44985  0.087
68 H 0.25485 3.46092 6.08892  0.081
69 H -3.30655 -1.63356 6.37349  0.094
70 H -0.82948 2.34910 5.22827  0.068
71 H 2.53986 -0.02590 -6.60762  0.080
72 H 0.76061 4.50352 2.57717  0.079
73 H 1.83694 2.61115 -4.49210  0.088
74 H -0.14726 -1.39596 -4.47216  0.063
75 H -0.09461 2.76162 1.48173  0.098
76 H 3.78995 -1.62408 2.23361  0.087
77 H 3.11258 1.23211 -5.50785  0.082
78 H -3.10964 -3.04851 -0.42265  0.129
79 H -0.61055 -8.98094 -2.06606  0.108
80 H 2.58156 -2.50724 1.28593  0.072
81 H -3.41079 -5.51935 -0.80431  0.124
82 H 3.35391 -1.05715 4.65647  0.081
83 H 1.28144 6.46677 -1.69791  0.081
84 H 0.77640 4.59131 -4.85369  0.076
85 H 0.78169 -5.67722 -1.72965  0.102
86 H 3.50158 4.42922 -2.26971  0.090
87 H 0.54688 -1.38403 -6.09847  0.083
88 H -0.43387 -0.01665 -5.54170  0.093
89 H 1.84295 -1.57248 5.42980  0.085
90 H 1.53772 1.39276 -6.30751  0.085
91 H 3.46029 -3.32886 2.59107  0.079
92 H 0.05890 -2.80129 4.06267  0.083
93 H 3.49109 -0.68635 -3.87039  0.088
94 H -0.00901 5.34370 -1.26308  0.086
95 H 0.42561 -7.59731 -2.03749  0.080
96 H 0.30433 3.23961 -0.55838  0.093
97 H 0.86980 -3.24482 -1.33587  0.120
98 H 0.68160 1.75527 5.91052  0.077
99 H 3.08391 5.87221 -3.21043  0.079
100 H 2.90592 2.41265 4.84350  0.075
101 H -2.59696 0.81313 2.13760  0.106
102 H 3.16805 4.29419 -3.99719  0.073
103 H 0.71460 6.18086 -4.08090  0.080
104 H 2.15429 -1.75123 -3.41908  0.069
105 H -2.70296 -2.85440 4.28181  0.112
106 H 1.63120 5.08866 -0.64888  0.084
107 H 1.33506 -3.99843 3.75866  0.082
108 H 3.03768 -2.77229 4.93301  0.079
109 H 1.78021 0.44839 4.54058  0.090
110 H 0.40632 -3.28592 2.41576  0.068
111 H 0.34007 5.00830 4.21570  0.081
112 H 2.48045 4.11627 5.04985  0.079

Cartesian forces, eV/Å:
Co -0.23 -0.07 -0.64
F -0.01 -0.04 -0.06
F -0.06 0.03 -0.04
F -0.03 0.05 0.02
F 0.11 0.00 -0.01
F -0.07 0.02 0.01
O -0.04 0.02 0.12
O 0.13 -0.11 0.14
O 0.13 0.06 0.19
O -0.02 -0.26 0.24
O 0.01 -0.01 0.00
N 0.01 0.00 -0.02
N -0.35 0.00 -0.03
N 0.00 0.17 -0.10
C -0.07 -0.04 0.02
C 0.01 0.03 0.00
C 0.05 -0.03 -0.02
C -0.01 -0.01 0.01
C 0.01 0.03 -0.02
C 0.00 -0.02 -0.01
C -0.04 0.15 0.03
C -0.02 0.01 0.00
C 0.01 0.00 0.01
C -0.04 0.04 -0.05
C -0.07 0.03 0.02
C 0.00 0.00 0.01
C 0.01 0.09 0.00
C -0.02 -0.01 -0.05
C -0.02 -0.01 -0.01
C 0.20 -0.09 0.02
C 0.01 -0.01 0.00
C -0.01 0.01 0.00
C 0.04 -0.03 0.03
C 0.03 -0.01 -0.01
C 0.13 0.03 -0.02
C -0.01 -0.01 0.01
C -0.05 0.01 -0.06
C 0.02 0.02 0.02
C -0.02 0.04 -0.02
C 0.01 0.01 0.00
C -0.01 0.05 0.01
C 0.02 0.05 0.02
C 0.03 -0.05 0.01
C 0.02 0.03 0.04
C 0.01 0.05 0.08
C 0.05 0.02 0.07
C -0.23 0.15 0.05
C 0.05 -0.05 -0.03
C 0.02 -0.07 -0.01
C -0.02 0.01 0.01
C 0.02 0.06 0.07
C -0.05 0.05 -0.02
C 0.24 -0.02 -0.07
C -0.03 0.04 0.05
C 0.00 -0.01 0.01
C -0.02 -0.01 0.02
C -0.01 0.00 -0.01
C 0.18 -0.12 -0.07
C 0.11 -0.01 -0.01
C 0.01 0.01 0.01
C 0.01 0.00 0.00
H -0.01 -0.01 0.02
H -0.01 -0.01 -0.01
H 0.00 0.00 0.00
H 0.00 0.00 -0.01
H 0.00 0.00 0.00
H 0.00 0.00 0.00
H 0.01 0.00 -0.01
H 0.00 0.00 0.00
H 0.00 -0.01 0.00
H -0.01 0.00 -0.01
H 0.00 0.00 0.00
H -0.02 -0.01 0.04
H -0.05 -0.02 0.05
H -0.02 -0.04 0.02
H -0.01 0.00 0.01
H 0.01 -0.03 -0.02
H -0.01 -0.04 -0.08
H 0.00 -0.01 0.01
H 0.00 0.00 0.00
H 0.00 0.00 0.00
H 0.00 -0.01 -0.01
H 0.00 0.00 0.00
H 0.00 0.00 0.00
H 0.00 0.00 0.00
H 0.00 0.00 0.00
H 0.01 0.01 -0.01
H 0.01 0.00 0.00
H 0.00 0.00 0.00
H 0.00 0.01 0.03
H 0.00 0.00 0.00
H 0.03 0.00 0.05
H -0.01 0.00 0.00
H 0.00 0.00 0.00
H 0.00 0.00 0.00
H 0.02 -0.01 -0.05
H 0.00 0.01 -0.04
H -0.01 0.00 0.00
H 0.00 0.00 0.00
H 0.00 0.00 -0.01
H 0.01 -0.01 0.03
H 0.00 -0.01 0.00
H 0.00 0.00 0.00
H -0.05 -0.04 0.06
H -0.01 0.00 0.00
H 0.01 0.00 0.00
H -0.03 -0.02 -0.01
H 0.00 0.00 0.00
H -0.01 0.00 0.00
H 0.01 -0.03 -0.01
H 0.00 0.00 0.00
H 0.00 0.00 0.00



This record from the OMol25 dataset describes a gas-phase ion, C24H26N3O (charge +1) in a non-equilibrium geometry. The level of theory is ωB97M-V with the def2-TZVPD basis set.

Properties
Structure (SMILES): CN1CCN(C)C1=[NH+][C@H](c1ccccc1)c1ccc(Oc2ccccc2)cc1
Energy above the lowest of the compared OMol25 structures with the same formula, charge and spin in eV: 0.000
Net charge: +1
Multiplicity: 1
Gap between HOMO and LUMO in eV: 8.4

Each line ends with the Löwdin charge.
Cartesian coordinates (Å):
1 O -3.91539 -0.56800 2.91540  -0.008
2 N 1.47182 -1.93735 -2.69579  -0.062
3 N 2.96895 -0.40173 -2.25439  -0.046
4 N 0.92760 -0.34414 -0.94372  0.109
5 C 0.73457 2.79673 -0.47507  -0.064
6 C -1.78532 -0.89627 -0.04462  -0.041
7 C 0.26371 -2.73767 -2.65148  0.008
8 C -2.57594 1.08383 1.73395  0.021
9 C -1.71666 1.39014 0.67697  -0.006
10 C 2.53739 -2.22282 -3.63962  -0.090
11 C 1.76459 -0.87219 -1.94103  -0.222
12 C 3.63403 0.69831 -1.56503  0.013
13 C -2.59555 0.06246 4.84742  -0.012
14 C -0.15909 0.54681 -1.23955  -0.240
15 C 1.28960 4.51246 -2.09126  -0.071
16 C 1.09951 4.11553 -0.76213  -0.057
17 C -1.23097 0.38247 -0.16483  -0.156
18 C -1.72696 -1.70515 6.25865  -0.089
19 C -3.28732 -2.26038 4.49302  -0.007
20 C -1.81374 -0.35005 5.92746  -0.075
21 C 0.41837 1.92556 -1.52045  -0.197
22 C 3.60257 -1.21233 -3.28954  -0.077
23 C -2.71915 -1.20184 0.93391  0.027
24 C -3.08196 -0.20925 1.85209  -0.231
25 C -3.28239 -0.91192 4.11772  -0.247
26 C -2.46518 -2.65694 5.54661  -0.077
27 C 1.12141 3.59145 -3.13175  -0.071
28 C 0.67559 2.29930 -2.84586  -0.046
29 H -3.88545 -2.97190 3.91998  0.122
30 H 1.22403 4.82329 0.05987  0.114
31 H -1.09776 -2.02122 7.09129  0.105
32 H -2.66020 1.10885 4.54538  0.109
33 H 1.32241 3.87303 -4.16698  0.110
34 H 4.50466 -1.70503 -2.90476  0.140
35 H -0.42573 -2.46711 -3.46619  0.113
36 H -1.50928 -1.68645 -0.74256  0.088
37 H -0.24576 -2.58677 -1.69943  0.064
38 H 3.89379 -0.59976 -4.14781  0.139
39 H 4.56426 0.35696 -1.09100  0.105
40 H 2.95764 1.08126 -0.79467  0.085
41 H 3.85456 1.50951 -2.26970  0.105
42 H 2.87337 -3.26186 -3.52826  0.140
43 H 0.76035 -1.02808 -0.20661  0.156
44 H 2.18632 -2.10261 -4.67081  0.140
45 H 0.52900 -3.79756 -2.73791  0.108
46 H -2.42092 -3.71388 5.81377  0.108
47 H 0.65872 2.45216 0.55934  0.121
48 H -0.64218 0.23547 -2.18512  0.150
49 H -3.13157 -2.20670 1.02741  0.130
50 H -2.83625 1.83565 2.47515  0.121
51 H 1.56133 5.54641 -2.31996  0.112
52 H -1.41348 2.42643 0.53720  0.107
53 H 0.50034 1.57989 -3.64962  0.114
54 H -1.27627 0.40297 6.50494  0.108

Cartesian forces, eV/Å:
O -0.10 0.32 -0.35
N -0.35 0.29 0.56
N -0.51 0.43 0.74
N 2.11 -1.95 0.42
C -0.02 0.34 -0.22
C -0.20 -0.13 0.12
C -0.28 -0.04 -0.08
C -0.21 -0.34 -0.26
C 0.27 -0.08 0.02
C -0.29 -0.79 -0.64
C -0.24 -0.04 -0.24
C 0.04 0.22 0.09
C -0.07 -0.51 -0.13
C -0.87 0.94 -1.15
C -0.09 -0.04 -0.04
C 0.14 -0.27 -0.10
C -0.27 0.20 0.11
C -0.07 0.00 -0.01
C 0.31 0.45 -0.19
C -0.16 -0.05 -0.03
C -0.13 0.09 0.08
C 0.83 0.27 -0.01
C 0.00 0.29 0.27
C 0.25 -0.42 0.72
C 0.51 -0.07 -0.27
C -0.22 0.20 0.15
C 0.11 -0.05 0.19
C -0.19 0.22 0.40
H 0.25 0.22 0.16
H 0.10 -0.18 -0.32
H -0.17 0.10 -0.24
H 0.06 -0.36 0.19
H -0.10 0.01 0.34
H -0.13 0.28 0.07
H 0.25 -0.11 0.19
H -0.09 0.28 0.20
H 0.20 -0.07 -0.22
H -0.05 0.02 0.20
H -0.23 -0.02 -0.22
H 0.17 -0.12 -0.22
H -0.04 -0.22 0.12
H -0.07 0.24 0.02
H -0.14 0.24 -0.24
H -0.09 -0.03 0.17
H -0.03 0.24 -0.01
H 0.02 0.33 0.01
H -0.01 0.23 -0.37
H 0.10 0.00 0.14
H 0.06 0.32 0.00
H -0.12 -0.09 -0.34
H -0.05 -0.39 0.10
H -0.03 -0.37 0.12
H -0.07 0.25 0.14
H -0.09 -0.28 -0.11